(1)
61
Properties=species:S:1:pos:R:3:forces:R:3 method="wB97M-V/def2-TZVPD" homo_lumo_gap_ev=8.7627 e_above_lowest_kcal_mol=28.8 lumo_ev=-0.225 total_charge=0 smiles="CCCCCNC(=O)c1c[nH]c2ccc(S(=O)(=O)N3CCC4(CC3)OCCO4)cc2c1=O" multiplicity=1
H 2.675841 1.102217 -4.028601 0.0881 0.1305 -0.0734
C 1.710576 -0.461811 -2.956640 -0.2538 -0.4277 -0.5054
C -1.083227 -0.719839 6.125527 -0.0359 0.1496 -0.2038
O 2.586948 -0.241771 4.211670 0.1971 0.1788 0.1906
C -1.968641 1.326204 -2.990406 0.5773 -0.2118 0.1657
C 2.978586 0.708608 1.693954 -0.1281 -0.2097 0.1798
C -3.708332 2.736984 -3.408458 -0.0806 0.3654 0.0234
C 2.087348 -0.878987 3.294786 0.0397 0.0276 -0.2520
C -0.290365 0.551945 5.842324 -0.0685 -0.1347 0.1701
N 3.213822 1.260078 0.487339 0.2097 0.2730 0.1345
C 2.722109 0.697957 -0.659299 -0.3422 -0.4368 -0.4104
C -1.757126 -0.122462 -2.542962 -0.2506 0.3982 -0.2447
H 1.656456 -3.524761 4.848395 -0.0101 0.1424 0.0778
H -4.787689 2.657120 -3.269024 0.0841 0.0641 -0.0359
H 3.401740 1.197868 2.560922 0.0144 0.0289 0.0079
C 1.649427 -1.099835 0.733392 0.1222 0.2007 0.0528
C -0.396011 -2.870012 4.896825 0.0694 0.2538 -0.1594
H -0.989241 2.780423 -4.266766 0.0120 0.0794 0.0107
C -0.655730 0.804149 -5.068842 0.1881 0.7006 -0.1872
H 3.592354 2.164298 -1.967061 0.0644 0.0927 -0.0383
H -1.040124 -1.033638 3.986427 -0.0753 0.0266 -0.0886
C 1.457971 -1.048748 -1.742419 0.1051 -0.0329 0.0425
H 0.706878 0.328171 5.474406 0.1147 0.0215 -0.0571
H -3.635715 3.314067 -1.278504 0.0484 0.0506 -0.0911
C -2.969153 3.201830 -2.136474 -0.1528 0.2155 -0.0484
O 1.792167 -0.679715 -5.561362 0.0132 0.3061 0.1851
C 2.240875 -0.419385 1.874069 0.0246 0.0367 0.0353
H 1.449013 -1.886994 5.502689 0.0156 -0.1205 -0.0146
H -2.636651 -0.444598 -1.986212 -0.0060 0.0287 0.0527
H 3.769986 2.100753 0.414987 -0.1065 -0.1711 0.0789
S 1.019303 -1.171892 -4.458723 -0.2318 0.0391 -0.1735
H -0.708259 -3.521494 4.076368 -0.0136 -0.1220 0.0309
H -2.065243 -0.433493 6.509458 0.0265 -0.0702 0.0767
H -1.552761 0.866609 -5.694628 0.1222 -0.0314 -0.0179
H -2.431219 4.142650 -2.302164 -0.0989 -0.0612 0.0259
H -0.584762 -1.287643 6.913702 -0.0302 -0.0495 0.0945
H -0.895973 -0.142424 -1.875794 -0.0396 0.0010 0.0003
H 0.104767 1.790481 -3.285192 -0.0346 0.0574 -0.0139
H -2.482924 -1.073672 -4.328829 0.0971 -0.0929 0.0055
N -0.510696 -0.559573 -4.634402 1.0682 -0.5538 -0.0892
H 0.891849 -1.965437 -1.680369 -0.0698 -0.0962 0.0901
C -0.800624 1.772740 -3.893503 -0.4841 -0.1593 0.0891
H 0.220046 1.039395 -5.673893 -0.2023 0.1504 -0.0950
C -1.263870 -1.610494 4.885674 -0.0272 -0.2050 0.2290
C -1.550285 -1.032147 -3.756636 -0.3058 -0.3015 0.5651
C 2.478831 0.693607 -3.050165 0.1959 0.1685 0.1187
C 1.097288 -2.586447 4.742286 -0.0240 -0.1472 0.3320
C 2.986902 1.271450 -1.909793 -0.0657 -0.0371 -0.0672
O 0.889067 -2.582588 -4.263559 -0.1300 0.0301 0.3599
H -1.272947 -2.040504 -3.450249 -0.2680 -0.0117 0.0118
H -0.801934 1.157382 5.096099 -0.0349 0.0886 -0.0865
H -0.192341 1.143817 6.750193 0.0419 0.1349 0.0521
H -3.501907 3.401243 -4.257094 -0.0588 -0.0540 0.0865
H 0.998732 -2.447534 2.623979 0.1292 0.2016 -0.0337
O 0.947127 -2.105219 0.801284 -0.0470 -0.0831 -0.1462
N 1.384700 -2.005345 3.454453 -0.2328 -0.2786 -0.0812
H -0.552779 -3.413181 5.830805 -0.0174 -0.0741 -0.0026
H -2.306430 -1.927972 4.815973 0.0008 0.0333 -0.0886
O -2.061578 2.158764 -1.848538 0.1020 -0.3081 0.0098
O -3.207591 1.442664 -3.654068 0.0705 -0.3884 -0.0547
C 1.951414 -0.473857 -0.567360 0.0846 0.1943 -0.2254

---

(2)
21
Properties=species:S:1:pos:R:3:forces:R:3 method="wB97M-V/def2-TZVPD" homo_lumo_gap_ev=8.6798 e_above_lowest_kcal_mol=217.7 lumo_ev=-1.013 total_charge=0 smiles="C[C@@]1(C#N)NNC=C1[N+](=O)[O-].C#C" multiplicity=1
C 1.354274 1.619227 -0.750806 2.0137 2.8833 -0.3298
O 3.952222 0.631267 -0.208756 -0.3921 -1.2363 0.6568
C -4.218174 -0.518542 -0.216276 -1.6230 -1.9090 0.6649
O 3.054764 -1.334401 0.328338 -0.1447 2.2955 -0.4271
C 0.276032 -1.684157 -0.787128 0.9360 1.3195 -0.0510
H 0.937467 -1.819355 1.508268 -0.5834 1.2807 0.1012
N 0.214400 -2.697136 -1.309536 -0.2946 -0.6487 -0.3900
N 0.024128 1.870772 -0.812338 -0.8087 -3.1120 0.2083
H -2.942014 0.989252 0.756615 1.1143 1.2940 0.7484
H -4.913591 -1.352442 -0.197562 0.4201 0.4999 -0.8368
H 0.921970 -0.084740 1.977650 0.6344 0.8282 0.9509
C 1.783394 0.457118 -0.276802 -4.9203 -2.6135 -0.5546
H 2.027995 2.427663 -1.110564 -0.4439 -0.5496 0.6638
H -0.388024 2.701805 -0.386691 0.3081 -0.4910 -0.0685
C 0.457028 -0.406752 -0.044917 0.7455 0.2117 -0.6439
H -0.614619 -0.876277 1.710680 0.2581 -0.2043 0.0900
H -1.117390 0.237038 -1.533257 1.9159 0.6202 4.4652
N 2.986362 -0.131400 -0.006765 2.9878 -0.3531 -0.8560
C 0.435238 -0.814107 1.396434 -1.0539 -1.8960 0.5707
C -3.574312 0.276552 0.388788 -0.0564 0.0575 -0.5523
N -0.657143 0.508615 -0.425374 -1.0128 1.7229 -4.4104

---

(3)
8
Properties=species:S:1:pos:R:3:forces:R:3 method="wB97M-V/def2-TZVPD" homo_lumo_gap_ev=11.0996 e_above_lowest_kcal_mol=68.2 lumo_ev=-0.438 total_charge=0 smiles="O=[N+]([O-])CO" multiplicity=1
H -0.854030 1.100471 -0.465580 1.5622 -1.7237 1.9617
O -0.696003 -1.389583 -1.023109 -0.0717 -0.1865 -0.1278
O 1.389035 0.834953 -0.193375 -4.0556 -1.9348 3.1536
C -0.136644 0.461735 0.252890 2.2143 2.1384 -2.5618
H 1.233618 1.088441 -1.071602 -0.0520 0.5564 -2.1558
H -0.178762 0.624592 1.311562 -0.0531 0.4761 0.2316
N -0.421433 -1.012389 0.089352 0.6063 -0.1402 0.5439
O -0.335781 -1.708221 1.099862 -0.1505 0.8143 -1.0454